Entry 1:
Entry from OMol25: a molecular structure, C20H30N5O3Re (wB97M-V/def2-TZVPD).

The geometry in XYZ format:
```
59
Properties=species:S:1:pos:R:3:mulliken_spin:R:1
Re -0.52552 0.17540 -0.25133 0.762
N -1.50774 -0.70546 1.76158 -0.015
C -2.82056 -1.27520 1.43227 0.001
C -3.60721 -0.14484 0.85524 0.003
N -2.87101 0.34626 -0.33093 -0.008
C -3.42285 -0.15925 -1.63257 -0.002
C -2.39073 -0.98782 -2.34820 0.009
N -1.13000 -0.20932 -2.29447 0.005
H -0.86196 -1.44067 2.03263 0.003
H -1.60150 -0.04072 2.52527 0.003
H -3.33647 -1.69719 2.29651 -0.001
H -2.66178 -2.07129 0.70491 -0.004
H -3.68714 0.67413 1.57296 -0.002
H -4.61859 -0.46321 0.60692 0.000
H -2.97755 1.35559 -0.35244 0.001
H -3.71682 0.69374 -2.24514 0.001
H -4.31396 -0.76031 -1.46318 0.000
H -2.69876 -1.19275 -3.37309 0.001
H -2.22146 -1.93870 -1.84513 -0.001
H -1.27678 0.69363 -2.74778 0.004
H -0.40651 -0.67620 -2.84104 0.003
C -0.05796 4.17444 -2.02895 -0.002
C -0.32625 3.31645 -0.84487 0.012
O -0.71002 2.10513 -1.01114 0.024
N -0.20455 3.81146 0.36294 0.000
C -0.54889 3.04080 1.55249 0.027
C 0.57050 2.13834 2.00165 -0.003
C 1.53889 2.59736 2.87622 0.001
C 2.50606 1.72629 3.35161 -0.001
C 2.45575 0.40013 2.94788 0.000
C 1.49122 0.01881 2.04093 -0.012
N 0.56918 0.86965 1.54626 0.011
H -0.75673 3.92903 -2.82605 0.000
H 0.94870 3.96435 -2.40025 0.000
H -0.12911 5.23399 -1.79356 0.000
H 0.14365 4.75455 0.47250 0.001
H -1.41800 2.42966 1.31403 -0.004
H -0.82219 3.73026 2.34759 0.000
H 1.52229 3.63108 3.19725 0.000
H 3.26849 2.06986 4.03863 0.000
H 3.15301 -0.33329 3.32919 0.000
H 1.43672 -1.00872 1.70358 0.011
C 3.68718 -0.30803 -1.31278 0.002
C 2.31688 -0.78392 -0.96958 0.003
O 1.42861 0.12224 -0.88166 0.035
C 2.03423 -2.16744 -0.76724 0.001
C 3.03744 -3.14224 -0.97588 -0.012
C 2.75558 -4.48085 -0.88205 0.025
C 1.45489 -4.88708 -0.57090 -0.019
C 0.46424 -3.95135 -0.32153 0.033
C 0.74157 -2.59731 -0.40413 -0.006
O -0.26414 -1.74435 -0.09159 0.110
H 3.69775 0.77440 -1.39612 0.000
H 4.02151 -0.74014 -2.25803 -0.001
H 4.39646 -0.62134 -0.54411 0.000
H 4.04500 -2.83685 -1.22183 0.001
H 3.53014 -5.21285 -1.06106 0.000
H 1.21940 -5.94218 -0.51755 0.001
H -0.54257 -4.25615 -0.06491 0.001
```

Computed properties:
- total charge = +3
- multiplicity = 2
- gap between HOMO and LUMO (spin up / spin down) (eV) = 6.786 / 7.019
- HOMO level (spin up / spin down) (eV) = -17.13 / -17.33
- energy above the lowest of the compared OMol25 structures with the same formula, charge and spin (eV) = 0.640
- ⟨S²⟩ = 0.7897

Entry 2:
Entry from OMol25: a molecular structure, C20H30N5O4PtS2 (wB97M-V/def2-TZVPD).

The geometry in XYZ format:
```
62
Properties=species:S:1:pos:R:3:mulliken_spin:R:1
Pt 0.03890 -1.63156 0.28658 0.597
C -3.65471 2.05187 -3.06323 0.001
C -2.19944 1.93768 -2.64456 0.000
N -1.84417 0.53812 -2.55289 -0.004
C -2.68106 -0.37488 -1.91955 -0.008
N -2.16806 -1.47041 -1.52983 0.005
C -3.02442 -2.48991 -0.97307 -0.014
C -4.18010 -1.85948 -0.20619 -0.001
C -4.94198 -0.93227 -1.14219 0.000
N -4.05259 -0.07620 -1.91947 0.000
C -4.49160 1.29617 -2.04603 -0.001
H -3.79154 1.61661 -4.05619 0.000
H -3.97289 3.09724 -3.09070 0.000
H -2.03738 2.47219 -1.69641 0.001
H -1.54431 2.39106 -3.39369 0.000
H -0.90544 0.39754 -2.19562 0.001
H -2.39940 -3.09277 -0.31031 0.013
H -3.40277 -3.13578 -1.78046 -0.001
H -3.75529 -1.30102 0.63164 -0.003
H -4.85501 -2.61930 0.19716 0.001
H -5.62813 -0.30319 -0.56266 0.000
H -5.54344 -1.52947 -1.84301 0.000
H -4.43147 1.82401 -1.07708 0.000
H -5.54519 1.28724 -2.34813 0.000
O 5.36785 -1.13604 -2.14627 0.000
S 4.17803 -1.15152 -1.22963 0.002
C 3.69925 -2.89578 -1.05658 -0.025
C 4.91268 -3.53098 -0.40287 -0.002
C 5.32737 -2.63503 0.77275 0.000
C 4.85387 -1.20673 0.47329 0.001
H 3.48537 -3.30662 -2.04109 -0.007
H 2.78244 -2.91686 -0.45087 0.029
H 5.71688 -3.54440 -1.14383 0.000
H 4.72213 -4.55607 -0.07989 -0.001
H 6.41065 -2.67330 0.90903 0.000
H 4.85163 -2.98572 1.68995 0.000
H 5.62747 -0.44310 0.54159 0.000
H 3.99617 -0.94085 1.09102 -0.001
O 2.05965 -0.52882 1.38647 -0.035
N 2.24602 0.72837 1.54053 0.013
C 2.60070 1.51631 0.46877 0.012
C 2.92695 2.82928 0.65437 -0.006
C 2.95205 3.41074 1.92721 0.016
C 2.64111 2.57300 3.00870 -0.007
C 2.32332 1.25860 2.79615 0.011
H 2.56808 1.02019 -0.48511 -0.006
H 3.17787 3.42729 -0.21262 0.000
H 3.18517 4.45519 2.07563 0.002
H 2.67676 2.95743 4.01990 0.000
H 2.10306 0.56156 3.59075 0.000
O -2.57169 -0.69037 3.09087 0.001
C -1.96017 0.14528 2.44320 0.002
C -2.06187 1.65143 2.77420 0.003
C -1.18238 2.30690 1.72863 -0.001
C -0.79863 1.13377 0.82003 0.091
O -0.25275 1.28660 -0.26745 -0.011
N -1.20122 -0.05069 1.33967 -0.070
H -1.72413 1.82135 3.79784 0.001
H -3.10993 1.95146 2.71308 -0.002
H -0.26993 2.72307 2.15348 -0.002
H -1.67195 3.09326 1.15104 0.001
S 0.42364 -3.75170 -0.20610 0.400
```

Computed properties:
- total charge = -2
- multiplicity = 2
- gap between HOMO and LUMO (spin up / spin down) (eV) = 3.642 / 3.386
- HOMO level (spin up / spin down) (eV) = 0.92 / 1.18
- energy above the lowest of the compared OMol25 structures with the same formula, charge and spin (eV) = 3.487
- ⟨S²⟩ = 0.7608

Entry 3:
Entry from OMol25: a molecular structure, C20H30N5O4S2Sr (wB97M-V/def2-TZVPD).

The geometry in XYZ format:
```
62
Properties=species:S:1:pos:R:3:lowdin_charge:R:1
Sr 0.03838 -0.41527 0.76125 1.492
O 0.88202 -0.31847 2.88658 -0.529
S -0.42069 0.05253 3.54026 0.647
O -0.41934 1.30630 4.21072 -0.242
N -1.51424 -0.09317 2.36294 -0.281
C -1.84533 -1.45571 2.27459 -0.531
O -2.02226 -2.00622 1.18725 0.015
C -1.70976 -2.13540 3.60442 -0.135
C -2.16139 -3.37631 3.99567 0.017
C -1.82514 -3.81229 5.27473 -0.034
C -1.03299 -3.03540 6.11535 -0.038
C -0.54959 -1.79140 5.71579 -0.010
C -0.92518 -1.36439 4.45971 -0.211
H -2.76891 -3.97726 3.33243 0.131
H -2.18072 -4.77345 5.62053 0.117
H -0.78305 -3.40803 7.09977 0.118
H 0.07404 -1.19267 6.36472 0.129
S 3.06275 -0.57595 0.10559 0.613
C 3.90328 0.57894 0.99321 -0.855
N 3.45714 1.28491 2.05550 0.035
C 4.52186 2.10298 2.65155 -0.110
C 5.64399 2.02254 1.59203 -0.113
N 5.14861 0.96657 0.71335 0.028
H 2.70039 0.90552 2.61146 0.101
H 4.83577 1.69031 3.60934 0.122
H 4.18195 3.12307 2.80828 0.117
H 6.60329 1.75011 2.02540 0.120
H 5.76066 2.95956 1.04928 0.119
H 5.62344 0.61920 -0.10214 0.142
C -0.74897 -3.94945 -1.60511 -0.131
C -2.03996 -3.13220 -1.85157 -0.134
C -1.54193 -1.70008 -2.03739 -0.194
O -0.23992 -1.66139 -1.41034 -0.343
C 0.36582 -2.92517 -1.75873 -0.170
H -0.62794 -4.76649 -2.31381 0.117
H -0.75028 -4.37034 -0.60072 0.113
H -2.70179 -3.19697 -0.99246 0.099
H -2.58378 -3.47018 -2.73165 0.117
H -2.17438 -0.94818 -1.56709 0.122
H -1.41424 -1.44845 -3.09227 0.124
H 1.22446 -3.07843 -1.10716 0.117
H 0.71796 -2.86339 -2.79102 0.133
C 0.11860 1.17007 -2.73177 -0.158
C 0.30605 2.26471 -3.81498 -0.142
N 0.61276 3.55079 -3.18705 -0.157
C -0.45765 3.90261 -2.25218 -0.145
C -0.57365 2.82242 -1.14438 -0.152
N 0.38528 1.72766 -1.39322 -0.200
C 1.75064 2.29476 -1.38940 -0.179
C 1.86857 3.42116 -2.44835 -0.148
H 0.78451 0.32007 -2.88283 0.117
H -0.90731 0.79898 -2.73850 0.099
H -0.59859 2.37892 -4.41318 0.119
H 1.12082 2.01261 -4.49436 0.120
H -1.38930 3.99396 -2.81097 0.119
H -0.23456 4.87947 -1.82290 0.118
H -1.57954 2.39506 -1.11601 0.116
H -0.36104 3.24022 -0.15749 0.117
H 2.44876 1.48187 -1.58368 0.066
H 1.95438 2.67219 -0.38291 0.111
H 2.66417 3.20175 -3.16163 0.118
H 2.09687 4.38197 -1.98494 0.118
```

Computed properties:
- total charge = +1
- gap between HOMO and LUMO (eV) = 7.605
- HOMO level (eV) = -10.45

| no. | largest force on an atom (eV/A) |
| --- | --- |
| 1 | 2.4 |
| 2 | 1.4 |
| 3 | 5.2 |